This record from the Open Molecules 2025 dataset describes a molecular structure, C18H25N4O2S5V. The level of theory is ωB97M-V with the def2-TZVPD basis set.

- 2S+1: 3
- Total charge: +2
- HOMO-LUMO gap (alpha / beta): 6.211 / 6.708 eV
- Expectation value of S²: 2.0249

Each line ends with the Mulliken charge.
CARTESIAN COORDINATES (ANGSTROEM)
1 V -0.40 -0.05 0.71  1.02
2 C -2.37 -1.19 -1.83  -0.41
3 C -1.02 -1.18 -2.53  -0.96
4 S 0.29 -0.23 -1.69  0.04
5 C 0.11 1.46 -2.34  -0.63
6 C -1.12 2.20 -1.85  -0.67
7 S -1.13 2.23 -0.03  0.14
8 C -2.91 2.21 0.34  -0.45
9 C -3.09 1.91 1.82  -0.91
10 S -2.19 0.45 2.41  0.04
11 C -3.33 -0.95 2.18  -0.81
12 C -3.65 -1.29 0.73  -0.62
13 S -2.10 -1.72 -0.12  0.05
14 H -3.03 -1.90 -2.32  0.54
15 H -2.84 -0.21 -1.83  0.05
16 H -1.10 -0.80 -3.55  0.48
17 H -0.62 -2.19 -2.59  0.47
18 H 0.13 1.40 -3.43  0.61
19 H 1.02 1.95 -1.99  0.15
20 H -2.05 1.75 -2.20  0.32
21 H -1.09 3.24 -2.20  0.54
22 H -3.40 1.48 -0.30  0.02
23 H -3.32 3.20 0.11  0.56
24 H -4.14 1.79 2.07  0.49
25 H -2.70 2.73 2.42  0.46
26 H -4.24 -0.73 2.73  0.56
27 H -2.83 -1.78 2.68  0.43
28 H -4.13 -0.47 0.20  0.29
29 H -4.30 -2.16 0.69  0.53
30 N 5.89 -4.45 1.61  -0.45
31 C 4.85 -3.62 1.81  1.13
32 C 3.78 -3.58 0.89  -0.92
33 C 2.72 -2.74 1.10  -0.34
34 C 2.72 -1.91 2.24  -0.06
35 C 3.77 -1.93 3.15  -0.52
36 C 4.82 -2.78 2.94  -0.81
37 S 1.42 -0.84 2.50  1.57
38 O 0.14 -1.48 2.02  -0.70
39 O 1.39 -0.33 3.83  -0.75
40 N 1.37 0.33 1.33  -0.06
41 C 2.38 1.28 1.15  -0.12
42 N 2.18 2.13 0.14  -0.08
43 C 3.14 3.05 -0.03  -0.06
44 C 4.26 3.12 0.78  -0.77
45 C 4.35 2.17 1.78  -0.22
46 N 3.42 1.24 1.97  -0.41
47 H 5.90 -5.08 0.83  0.20
48 H 6.64 -4.52 2.27  0.21
49 H 3.80 -4.23 0.03  0.32
50 H 1.89 -2.72 0.41  0.32
51 H 3.74 -1.28 4.02  0.52
52 H 5.64 -2.81 3.65  0.34
53 H 2.99 3.75 -0.85  0.43
54 H 5.02 3.87 0.62  0.42
55 H 5.20 2.14 2.45  0.45

---

This record from the Open Molecules 2025 dataset describes 2 unconnected molecules or ions with the total composition C4H10P2 in a non-equilibrium geometry. The level of theory is ωB97M-V with the def2-TZVPD basis set.

- SMILES: C=[PH](C)C.C#P
- HOMO-LUMO gap: 7.905 eV

Each line ends with the Mulliken charge.
CARTESIAN COORDINATES (ANGSTROEM)
1 C -5.00 1.09 -0.27  -0.11
2 C 0.32 1.37 -0.21  -0.96
3 C 1.96 -0.95 0.25  -1.08
4 C -0.77 -1.22 0.67  -0.79
5 P -5.85 -0.19 -0.08  -0.27
6 P 0.32 -0.48 -0.32  0.42
7 H -4.69 2.02 -0.61  0.38
8 H 0.66 1.88 -1.07  0.36
9 H -0.80 1.74 0.08  0.27
10 H 0.87 1.57 0.72  0.29
11 H 2.76 -0.24 -0.12  0.35
12 H 1.91 -0.67 1.36  0.36
13 H 1.95 -2.07 0.11  0.33
14 H -0.17 -2.21 0.90  0.14
15 H -1.83 -1.49 0.35  0.27
16 H 0.24 -0.71 -1.78  0.05

---

This record from the Open Molecules 2025 dataset describes a molecular structure, C11H30AlClIOP3 in a non-equilibrium geometry. The level of theory is ωB97M-V with the def2-TZVPD basis set.

- Total charge: +2
- HOMO-LUMO gap: 7.154 eV

Each line ends with the Mulliken charge.
CARTESIAN COORDINATES (ANGSTROEM)
1 C 3.58 -3.61 -3.96  -0.87
2 C 2.83 -3.43 -2.68  0.57
3 H 4.04 -4.62 -4.03  0.34
4 H 4.36 -2.81 -3.99  0.34
5 H 2.87 -3.43 -4.79  0.34
6 O 2.61 -4.14 -1.75  -0.27
7 I 1.84 -1.10 -2.60  0.04
8 Al 0.53 0.05 -0.79  0.58
9 P -1.86 -0.78 -1.09  0.95
10 C -3.16 -1.60 -0.06  -1.26
11 C -2.92 0.38 -2.07  -1.24
12 H -3.67 -0.21 -2.63  0.47
13 H -2.63 -2.28 -2.87  0.45
14 H -2.29 0.94 -2.77  0.36
15 H -0.94 -1.71 -3.14  0.28
16 H -3.58 -0.93 0.70  0.33
17 H -3.44 1.09 -1.41  0.28
18 C -1.66 -2.07 -2.39  -1.30
19 H -3.97 -1.96 -0.70  0.43
20 H -1.27 -2.98 -1.93  0.39
21 H -2.70 -2.47 0.44  0.40
22 P 1.98 0.81 0.97  1.13
23 C 2.14 0.47 2.75  -1.17
24 C 3.58 0.18 0.35  -1.32
25 H 2.26 2.96 -0.14  0.35
26 H 3.38 2.73 1.25  0.47
27 H 1.65 3.18 1.53  0.28
28 C 2.34 2.61 0.89  -1.24
29 H 3.65 0.33 -0.74  0.29
30 H 4.39 0.74 0.86  0.45
31 H 3.10 0.91 3.09  0.42
32 H 2.17 -0.62 2.89  0.39
33 H 3.66 -0.89 0.57  0.39
34 H 1.32 0.90 3.34  0.27
35 Cl 0.26 1.91 -1.94  -0.32
36 C -0.83 2.75 2.52  -1.44
37 P -1.30 1.33 1.45  0.40
38 C -1.70 0.17 2.84  -1.15
39 C -3.01 1.95 1.15  -1.41
40 H 0.01 2.51 3.17  0.42
41 H -1.71 3.01 3.13  0.50
42 H -0.57 3.60 1.87  0.37
43 H -2.36 0.70 3.54  0.39
44 H -2.19 -0.73 2.45  0.29
45 H -0.78 -0.14 3.36  0.35
46 H -3.34 2.45 2.07  0.47
47 H -3.00 2.69 0.33  0.36
48 H -3.70 1.15 0.91  0.44

---

Record order is preserved below.
E: -4004.92204; -840.93118; -2536.29809 Eh